{
  "formula": "C71H182N8O25",
  "method": "ωB97M-V/def2-TZVPD",
  "elements": ["C", "C", "O", "O", "H", "H", "H", "H", "H", "H", "C", "C", "C", "O", "H", "H", "H", "H", "H", "H", "H", "H", "C", "C", "C", "O", "H", "H", "H", "H", "H", "H", "H", "H", "C", "C", "C", "O", "H", "H", "H", "H", "H", "H", "H", "H", "C", "C", "C", "O", "H", "H", "H", "H", "H", "H", "H", "H", "C", "C", "C", "O", "H", "H", "H", "H", "H", "H", "H", "H", "C", "C", "C", "O", "H", "H", "H", "H", "H", "H", "H", "H", "C", "C", "C", "O", "H", "H", "H", "H", "H", "H", "H", "H", "C", "O", "C", "C", "N", "C", "C", "O", "C", "H", "H", "H", "H", "H", "H", "H", "H", "H", "H", "H", "H", "H", "H", "H", "C", "O", "C", "C", "N", "C", "C", "O", "C", "H", "H", "H", "H", "H", "H", "H", "H", "H", "H", "H", "H", "H", "H", "H", "C", "O", "C", "C", "N", "C", "C", "O", "C", "H", "H", "H", "H", "H", "H", "H", "H", "H", "H", "H", "H", "H", "H", "H", "C", "O", "C", "C", "N", "C", "C", "O", "C", "H", "H", "H", "H", "H", "H", "H", "H", "H", "H", "H", "H", "H", "H", "H", "C", "O", "C", "C", "N", "C", "C", "O", "C", "H", "H", "H", "H", "H", "H", "H", "H", "H", "H", "H", "H", "H", "H", "H", "C", "O", "C", "C", "N", "C", "C", "O", "C", "H", "H", "H", "H", "H", "H", "H", "H", "H", "H", "H", "H", "H", "H", "H", "C", "O", "C", "C", "N", "C", "C", "O", "C", "H", "H", "H", "H", "H", "H", "H", "H", "H", "H", "H", "H", "H", "H", "H", "C", "O", "C", "C", "N", "C", "C", "O", "C", "H", "H", "H", "H", "H", "H", "H", "H", "H", "H", "H", "H", "H", "H", "H"],
  "xyz": [[-2.40904, -0.73979, 2.90952], [-3.07882, -2.01302, 2.35324], [-2.89201, -2.10333, 0.94532], [-1.07329, -0.99814, 3.15642], [-2.96535, -0.38304, 3.82732], [-2.40637, -0.02274, 2.11942], [-4.14855, -1.94331, 2.46499], [-2.65567, -2.93780, 2.87538], [-1.93795, -1.81068, 0.81977], [-0.51608, -0.77603, 2.39151], [-4.08407, 3.74736, 3.06044], [-4.02385, 5.16143, 2.50152], [-3.48185, 6.07008, 3.51232], [-3.09853, 5.06298, 1.37413], [-4.40208, 2.97960, 2.32990], [-4.73725, 3.77240, 3.88705], [-3.07276, 3.50590, 3.42439], [-4.93153, 5.59504, 2.07813], [-3.42854, 7.08991, 3.06353], [-2.45830, 5.70001, 3.96382], [-4.10667, 6.20690, 4.40644], [-3.09343, 5.93254, 0.95746], [-2.30202, 5.11129, -6.34454], [-1.29805, 3.81776, -6.45388], [-1.47038, 2.99200, -7.67862], [0.03350, 4.26272, -6.17911], [-2.30047, 5.82508, -7.20735], [-2.13584, 5.53941, -5.38891], [-3.27526, 4.65061, -6.24580], [-1.59101, 3.19607, -5.56624], [-2.53875, 2.80773, -7.84867], [-0.91312, 2.02794, -7.72325], [-1.25693, 3.51067, -8.64227], [0.59189, 3.50729, -5.96256], [-0.65695, -3.88957, -7.08175], [-0.26061, -2.42649, -6.81554], [-1.31109, -1.42508, -7.37963], [-0.12215, -2.14452, -5.40186], [-1.56783, -4.20554, -6.55904], [0.20877, -4.54552, -6.82705], [-0.90427, -4.08082, -8.11108], [0.66695, -2.19711, -7.29016], [-2.17064, -1.62489, -6.72566], [-1.65579, -1.69319, -8.40268], [-0.96373, -0.38348, -7.28790], [-0.98991, -2.31607, -4.96695], [-0.52832, 0.47907, -0.83821], [0.43428, -0.54820, -0.36886], [1.55536, 0.16424, 0.30726], [-0.24274, -1.37299, 0.53692], [-1.48669, 0.12378, -1.25858], [-0.09941, 1.08144, -1.63805], [-0.96545, 1.11333, -0.07858], [0.68766, -1.19771, -1.21501], [2.12231, 0.56185, -0.50616], [2.05479, -0.48453, 1.03595], [1.13268, 0.93436, 0.95382], [0.30249, -2.19766, 0.61748], [2.77700, 0.23471, -6.06714], [2.96481, -0.32753, -4.65465], [2.09762, 0.39162, -3.66841], [2.69973, -1.76335, -4.61023], [3.48175, -0.15515, -6.82530], [2.83126, 1.36261, -6.16866], [1.77131, -0.02470, -6.37936], [4.01846, -0.30949, -4.36062], [2.44827, 1.33954, -3.27551], [2.16598, -0.22606, -2.78734], [1.10555, 0.53998, -4.09789], [1.72670, -1.88090, -4.82072], [3.18064, 5.91727, -2.57234], [2.36306, 6.12022, -3.79790], [3.14182, 6.12264, -5.11157], [1.47180, 5.01222, -3.93406], [4.11126, 6.48213, -2.64241], [3.45261, 4.87188, -2.50947], [2.71933, 6.18105, -1.63453], [1.86963, 7.08658, -3.68680], [3.71735, 7.02095, -5.27362], [2.40827, 6.04326, -5.93513], [3.83711, 5.33153, -5.18561], [0.92330, 5.26306, -4.70584], [-6.19527, -2.13142, -0.11938], [-5.89283, -0.74177, -0.66165], [-5.99370, 0.35991, 0.34057], [-4.63472, -0.75673, -1.24104], [-7.10938, -2.14425, 0.50443], [-5.31044, -2.47238, 0.47752], [-6.24926, -2.86316, -0.96092], [-6.65262, -0.48197, -1.44862], [-5.58196, 1.33848, -0.01614], [-5.45681, 0.18481, 1.27150], [-6.99017, 0.35512, 0.69179], [-3.96207, -1.19751, -0.66205], [5.58213, 3.41710, -0.71371], [5.41493, 3.17368, 0.64673], [4.27282, 3.86322, 1.12687], [4.35944, 3.84032, 2.64708], [5.68105, 4.53754, 2.96417], [5.90484, 5.17027, 4.28035], [6.20740, 4.26150, 5.41558], [5.09099, 3.55336, 5.84163], [5.15084, 3.26865, 7.20037], [6.55475, 2.88080, -1.03096], [5.64768, 4.47009, -0.79954], [4.74541, 2.94490, -1.28533], [3.35513, 3.32885, 0.78181], [4.37280, 4.91149, 0.74898], [4.31218, 2.76875, 2.98141], [3.52093, 4.32432, 3.13735], [6.37704, 3.79714, 2.77885], [5.01954, 5.76644, 4.58827], [6.76040, 5.84726, 4.24756], [6.57236, 4.74938, 6.31819], [6.98656, 3.53576, 5.11045], [5.95461, 2.59082, 7.50875], [4.23172, 2.77229, 7.50584], [5.27828, 4.14767, 7.88862], [0.67490, -5.26549, -3.44556], [1.15603, -4.98657, -2.14408], [1.65823, -3.68350, -2.02273], [2.20373, -3.56665, -0.58337], [1.09863, -3.93597, 0.38833], [1.64429, -4.20157, 1.65184], [0.66904, -4.41096, 2.77974], [0.02058, -5.68698, 2.72173], [-0.73933, -5.84402, 3.91355], [0.18794, -4.35540, -3.83279], [-0.02185, -6.09133, -3.36948], [1.49715, -5.43296, -4.10075], [0.82810, -2.99984, -2.23953], [2.41924, -3.51383, -2.76244], [2.53662, -2.52232, -0.34051], [3.06723, -4.27741, -0.43901], [0.58605, -4.79640, 0.10611], [2.27735, -3.33439, 1.90934], [2.23253, -5.12521, 1.66552], [-0.11106, -3.57767, 2.69631], [1.11654, -4.27606, 3.74958], [-1.43503, -5.00594, 3.95878], [-0.17740, -6.05336, 4.84666], [-1.38300, -6.73028, 3.81705], [-5.04911, -6.01033, -0.79671], [-3.76191, -6.57635, -0.95266], [-2.91567, -6.10311, 0.08125], [-1.65340, -6.95077, 0.07811], [-1.92781, -8.41443, 0.24740], [-0.75379, -9.30040, 0.36502], [-1.27000, -10.69755, 0.39717], [-1.89511, -11.02484, -0.85102], [-2.79492, -12.13220, -0.83156], [-5.00727, -4.93516, -0.62102], [-5.52795, -6.45036, 0.07107], [-5.57609, -6.16002, -1.75652], [-3.41449, -6.14101, 1.07861], [-2.66847, -5.01394, -0.07031], [-1.02754, -6.52167, 0.86821], [-1.02031, -6.72258, -0.81295], [-2.38282, -8.79890, -0.59688], [-0.14464, -9.08021, 1.23580], [-0.09189, -9.13851, -0.47895], [-2.06136, -10.67973, 1.12884], [-0.53836, -11.53462, 0.61480], [-2.55473, -12.87331, -0.10138], [-3.00545, -12.60231, -1.84231], [-3.84440, -11.76455, -0.60328], [-2.03646, 1.29617, 6.00789], [-0.79055, 1.66550, 6.65932], [0.29454, 0.75570, 6.39461], [1.60451, 1.25392, 7.02021], [1.50635, 1.51645, 8.42872], [1.48954, 0.36421, 9.31974], [2.02666, 0.73036, 10.70976], [2.09286, -0.42254, 11.49985], [2.72932, -0.06571, 12.71452], [-2.01612, 1.34594, 4.90053], [-2.78468, 2.00263, 6.35664], [-2.40044, 0.28435, 6.26661], [0.47089, 0.71923, 5.31991], [-0.01285, -0.21268, 6.79185], [1.93042, 2.11947, 6.50152], [2.38118, 0.49438, 6.88522], [0.78168, 2.18390, 8.67043], [2.06899, -0.48889, 8.85268], [0.46272, -0.05672, 9.47405], [1.34025, 1.35956, 11.20075], [3.02935, 1.20193, 10.55556], [3.73758, 0.32965, 12.55685], [2.84560, -0.99708, 13.26990], [2.11031, 0.59184, 13.33295], [-0.72642, -9.26486, -3.44950], [-1.25153, -8.05312, -4.00248], [-2.72060, -8.04923, -4.02029], [-3.17629, -7.05931, -4.99352], [-3.03606, -5.61034, -4.82018], [-3.81181, -4.97492, -3.77543], [-3.64590, -3.47181, -3.80304], [-2.30826, -3.04769, -3.47235], [-1.94231, -3.21520, -2.09698], [-1.40065, -9.75288, -2.76076], [0.17516, -8.93283, -2.87609], [-0.53803, -9.99850, -4.30768], [-3.13510, -8.01040, -3.04478], [-3.01805, -9.04601, -4.37888], [-4.24971, -7.28628, -5.14449], [-2.83207, -7.26242, -5.97785], [-2.04420, -5.41596, -4.62281], [-3.64953, -5.38293, -2.79827], [-4.86363, -5.16451, -4.05406], [-4.35892, -2.99062, -3.14970], [-3.83227, -3.00947, -4.76366], [-1.29155, -2.40539, -1.91761], [-1.45367, -4.15082, -1.92979], [-2.90142, -3.08780, -1.57466], [-2.75726, 9.48620, 1.22682], [-1.76977, 8.49640, 1.38934], [-0.82272, 8.53569, 0.35232], [0.31099, 7.68897, 0.80791], [-0.05891, 6.32294, 0.94023], [0.96198, 5.40600, 1.39089], [0.41899, 3.98673, 1.33406], [1.25817, 3.08485, 2.05093], [1.02458, 3.10923, 3.47489], [-3.39566, 9.49560, 2.07109], [-3.48745, 9.17903, 0.41898], [-2.30724, 10.51314, 1.02827], [-0.45341, 9.56776, 0.24607], [-1.24112, 8.21332, -0.60174], [0.77269, 8.15479, 1.73747], [1.16798, 7.73161, 0.13814], [-0.90509, 6.29111, 1.54684], [1.29877, 5.66639, 2.40479], [1.91047, 5.50494, 0.77982], [0.44961, 3.58795, 0.31491], [-0.57390, 3.99597, 1.76592], [1.71458, 2.33097, 3.88724], [-0.01775, 2.79368, 3.68784], [1.34947, 4.01662, 4.00419], [-2.48449, 7.45956, -3.46836], [-2.67084, 6.07096, -3.38964], [-2.72516, 5.64159, -2.04501], [-2.60368, 4.13372, -2.02908], [-3.51144, 3.45884, -2.95977], [-3.61721, 2.00541, -2.60745], [-4.20195, 1.17849, -3.66577], [-3.30592, 1.27112, -4.84789], [-2.22359, 0.43493, -4.68765], [-1.43067, 7.74650, -3.33701], [-3.06581, 7.88598, -2.62302], [-2.92985, 7.75983, -4.42863], [-3.67714, 5.97603, -1.52872], [-1.87961, 5.98214, -1.45929], [-2.78514, 3.79598, -0.98569], [-1.54334, 3.89789, -2.31143], [-3.21516, 3.65314, -3.89642], [-4.19557, 1.84875, -1.66809], [-2.64783, 1.57639, -2.35381], [-5.10540, 1.64611, -3.96337], [-4.31470, 0.13215, -3.37742], [-2.44866, -0.63622, -4.87093], [-1.70005, 0.41853, -3.70757], [-1.45734, 0.59010, -5.49815], [4.90666, -0.44429, -1.56756], [5.37044, -0.28218, -0.19702], [6.45447, -1.09015, 0.20222], [6.90544, -0.53887, 1.55796], [5.80182, -0.78208, 2.42397], [5.97937, 0.00369, 3.58268], [4.84297, -0.04245, 4.67225], [3.61257, 0.51820, 4.16055], [2.72061, -0.55365, 3.94363], [5.69135, -0.61085, -2.38119], [4.34705, 0.44728, -1.74402], [4.29200, -1.34636, -1.72111], [7.23936, -1.13224, -0.57090], [5.99218, -2.17362, 0.24419], [7.14893, 0.47933, 1.28006], [7.78184, -1.00799, 1.91885], [4.95217, -0.44164, 1.85918], [6.14478, 1.07376, 3.39623], [6.99918, -0.35955, 4.01446], [5.14453, 0.62380, 5.48525], [4.69461, -1.07325, 5.07580], [2.42386, -1.02403, 4.89955], [3.25159, -1.23697, 3.28470], [1.83646, -0.19524, 3.52327]],
  "atomic_forces_ev_per_a": [[-1.006, -1.048, 0.152], [0.205, -0.213, 0.269], [1.667, 0.364, -0.011], [1.667, -0.105, 1.264], [0.818, -0.274, -0.870], [-0.885, 1.015, -0.487], [-0.502, -0.210, 0.455], [-0.596, 1.148, -0.478], [-1.070, -0.573, -0.479], [-0.472, -0.169, 0.014], [0.392, 0.012, -1.190], [0.807, -1.456, -1.444], [1.933, 1.573, 1.953], [-0.307, 0.271, 0.393], [0.114, 0.489, 0.316], [-0.885, -0.330, 1.094], [-0.302, -0.030, -0.170], [-0.499, -0.511, 0.316], [0.588, -0.592, 0.445], [-1.724, 0.862, -1.256], [-0.226, -0.301, -0.313], [0.203, 0.004, -0.135], [1.200, -2.273, -1.391], [-1.316, 1.460, 1.963], [-0.297, -0.194, -2.178], [0.111, 0.257, -0.620], [0.288, -0.676, 0.779], [0.459, 0.766, 0.537], [-0.526, 0.011, -0.309], [-0.012, 0.332, -0.697], [0.092, -0.444, 0.560], [-0.365, 0.634, 0.375], [0.491, 0.080, 0.766], [-0.102, -0.038, -0.028], [0.778, -0.096, 0.626], [-1.750, 0.417, -0.169], [-0.124, -1.259, 0.216], [-0.200, -0.350, -0.350], [0.284, 0.192, 0.381], [-0.774, 0.285, 0.030], [0.185, 0.221, -0.701], [0.995, -0.053, 0.011], [-0.153, 0.596, -0.265], [0.536, 0.374, 0.502], [-0.288, -0.499, -0.181], [0.647, -0.032, -0.116], [-1.936, 0.551, -1.457], [-0.994, 0.044, -0.307], [-0.248, -0.525, 0.826], [-0.052, -1.149, 1.148], [0.558, -0.753, -0.208], [0.144, 0.291, 0.148], [0.692, 0.456, 0.698], [0.566, 0.361, -0.030], [1.168, 0.560, 0.078], [0.656, -0.111, -0.669], [0.101, 0.394, -0.311], [-0.607, -0.179, -0.016], [0.379, 0.808, -0.635], [0.853, -0.594, -0.804], [0.149, 0.010, 0.516], [-1.401, 0.924, -0.516], [-0.284, -0.080, 0.535], [0.084, -1.134, 0.597], [-0.318, -0.145, -0.199], [-0.049, 0.362, -0.019], [0.344, 0.518, -0.609], [-0.894, -0.448, 0.445], [-0.231, -0.258, 0.443], [1.147, 0.031, 0.252], [1.182, -0.294, 0.143], [0.188, -0.407, -0.787], [-0.772, 1.155, -0.177], [-0.768, 0.937, 0.082], [0.047, 0.100, 0.030], [0.157, -0.371, 0.038], [-0.529, 0.160, 0.192], [-0.599, 0.024, -0.189], [0.131, 0.568, 0.036], [0.418, 0.028, 0.232], [0.598, -1.236, 0.062], [-0.088, -0.759, 0.480], [0.348, -0.625, 0.206], [-0.790, -0.202, -0.266], [1.100, 0.704, 0.866], [1.942, -0.408, -0.794], [0.418, -0.208, -0.375], [-0.790, 0.337, -0.156], [-0.305, 0.568, 0.568], [0.820, -0.359, 0.252], [-0.906, -0.777, -0.009], [0.595, -0.474, 0.026], [-1.426, 0.840, 0.119], [-0.944, 0.437, -0.170], [1.158, -2.600, -0.310], [-0.098, -0.537, 0.647], [-0.118, -0.077, 0.183], [1.297, -0.099, 0.248], [-0.641, -0.964, 0.266], [-0.831, 0.108, -0.304], [0.957, -1.067, 0.450], [-1.059, -0.372, 0.163], [-0.332, -0.230, 1.576], [-1.452, 1.024, 0.371], [0.099, 1.187, -1.001], [0.411, 0.635, 0.053], [0.416, 0.642, 0.066], [-0.590, -0.518, 0.302], [0.232, 0.816, -0.132], [-0.012, 0.381, -0.123], [-0.181, 0.890, 0.217], [0.363, -0.193, -0.506], [-0.023, 0.171, -0.496], [0.469, 0.776, -0.247], [0.042, 0.165, 0.032], [0.305, -0.142, -0.457], [-0.199, 0.044, -0.154], [-0.186, -0.186, -0.876], [-0.519, 1.196, 0.580], [-0.158, -0.682, 0.391], [-0.067, -0.205, 0.934], [-0.753, -0.565, 0.166], [-0.585, 0.091, -1.933], [1.203, -0.420, 2.093], [-1.970, 1.387, -0.719], [0.621, 0.385, 0.657], [-0.935, -1.003, -0.430], [-0.306, -0.286, -0.045], [0.037, -0.223, -0.250], [0.716, -0.595, -0.703], [0.175, 0.300, 0.219], [0.631, 0.302, -0.321], [-0.210, -0.892, -0.240], [-0.635, 0.694, -0.276], [0.572, 1.024, -0.464], [0.041, -0.431, 0.230], [0.665, 0.070, -0.186], [0.572, -0.947, 0.220], [0.587, -0.058, 0.404], [0.125, 0.242, 0.658], [0.179, 0.746, -0.547], [0.247, 0.088, -0.377], [0.067, -0.062, -0.835], [-0.166, 0.509, 0.498], [0.488, 0.106, 0.134], [0.671, -0.218, -0.281], [0.105, 0.508, -0.304], [0.104, 1.049, -0.525], [-0.237, -1.904, -0.154], [0.013, -0.366, -0.828], [-2.198, 1.191, -0.910], [0.202, 0.264, -0.032], [-0.470, -0.261, -0.001], [-0.085, -0.175, 0.704], [0.116, -0.324, -0.543], [-0.093, -0.854, -0.010], [-0.141, -0.686, 0.426], [-0.613, -0.272, -0.085], [-0.102, 0.826, 0.577], [-0.202, 0.014, 0.429], [0.395, -0.163, -0.436], [-0.238, -0.317, 0.741], [-0.418, 1.187, 0.053], [0.476, -0.605, 0.419], [1.216, 0.623, 0.929], [1.026, -0.180, 0.278], [0.605, 0.040, 0.194], [-0.507, -0.372, -0.659], [-0.308, 0.469, -0.190], [-1.210, -0.992, 0.564], [0.583, 0.186, 1.007], [-0.630, -0.927, -0.206], [0.922, -0.875, -1.958], [0.789, 0.078, 0.443], [-0.112, -1.316, 0.363], [0.455, 0.091, 0.455], [0.046, 0.128, 0.072], [0.467, 0.205, 0.129], [-0.232, -0.401, -0.242], [0.228, -0.307, -0.131], [0.295, 1.013, -0.502], [-0.112, -0.004, -0.189], [0.045, -0.184, -0.280], [-0.285, 1.035, 0.614], [0.496, 0.197, -0.168], [-0.739, 1.583, 0.423], [-0.633, -0.150, 0.382], [-0.158, 0.284, -0.088], [0.004, 0.013, 0.084], [0.098, 0.287, -0.196], [0.699, 0.373, -0.967], [-1.336, -0.135, 0.592], [2.471, -1.721, -0.575], [-2.443, 1.305, -0.693], [1.550, -0.181, 0.358], [-1.114, 0.135, -1.290], [1.018, 0.200, 0.207], [-0.118, -0.259, -0.652], [-2.017, 0.371, -1.335], [-0.300, 0.008, 0.285], [-0.396, -0.799, -0.708], [0.218, 0.871, 1.209], [-0.213, 0.679, 1.233], [-0.102, 0.093, -0.249], [0.012, 0.385, 0.308], [0.995, -0.436, -0.758], [-0.439, -0.070, -0.268], [0.220, -0.125, 0.697], [0.069, 0.036, 0.333], [-0.228, 0.127, 0.718], [-0.001, -0.376, -0.559], [0.808, 0.883, 0.704], [0.195, -0.777, 0.324], [0.612, -0.235, 0.704], [-0.295, 0.173, -1.710], [-0.631, 0.356, 0.202], [0.530, 0.658, 0.160], [2.018, 0.335, 0.650], [-1.561, -0.347, 0.329], [0.965, 0.448, -0.296], [1.161, -0.150, 0.130], [-0.329, 0.326, 1.223], [0.905, -1.518, -0.223], [-0.208, 0.208, 1.295], [0.930, 0.583, 0.154], [-0.612, -1.206, 0.191], [-0.106, -0.063, -0.150], [-0.139, -0.160, -0.106], [-0.751, -0.412, -0.379], [-0.082, 0.150, -0.618], [0.949, -0.385, -0.517], [-0.063, -0.239, 0.220], [-1.141, -0.079, 0.268], [-0.471, 0.331, 0.021], [-0.554, -0.208, -0.153], [-0.589, 0.394, -0.326], [0.407, 0.497, 0.069], [-0.530, 0.188, -0.445], [-0.863, 0.062, 0.442], [0.186, -0.186, 0.545], [-0.832, -0.771, 0.265], [0.415, -0.433, -0.177], [-0.674, -0.868, 1.794], [0.551, 1.133, 1.250], [1.258, 0.011, -1.707], [-1.066, 0.108, 0.960], [1.920, -1.731, -0.981], [-0.150, -0.006, -0.276], [0.221, 0.388, -0.570], [0.490, 0.295, 0.329], [0.685, -0.176, -0.688], [0.358, 0.548, 0.141], [0.103, 0.082, -0.630], [-0.479, 0.057, 0.434], [0.125, -0.428, -0.485], [0.126, 0.513, -0.613], [0.422, 0.152, 0.042], [-1.105, 0.063, -0.567], [-0.126, 0.149, 0.018], [-0.534, 0.318, 0.302], [-0.340, 0.542, -0.349], [-0.678, 0.533, 0.884], [1.211, -1.112, 0.256], [-0.152, 0.423, -1.809], [-0.787, -2.603, -0.609], [-0.784, -1.071, -2.707], [-2.443, 0.917, -1.150], [0.890, 0.191, 2.932], [0.873, 0.232, -0.609], [0.594, -0.591, 0.525], [1.137, -0.379, 0.782], [-0.320, 0.724, 1.360], [-0.410, 0.449, -0.421], [-0.222, 0.210, 0.521], [-0.044, 0.314, 0.252], [1.255, 1.543, 0.376], [-0.094, 0.878, 0.631], [1.021, -0.666, 0.364], [1.395, -0.563, 1.341], [-0.088, 0.121, -0.306], [-1.728, 0.577, -0.077], [0.117, -0.153, 0.014], [-0.002, 0.698, -0.355], [0.301, -0.148, -0.284], [-0.498, -0.640, -0.079], [-1.417, 0.716, -1.006]],
  "lumo_energy_ev": 0.64,
  "gap_ev": 8.833
}